DFT (wB97M-V/def2-TZVPD) results for the molecule C7H8INO2.

E_tot (eV): -21072.78123
Total charge: 0
Orbital gap (eV): 9.082
Molecular weight (u): 265.0
SMILES: COC(=O)N1C=CC=C(I)C1
HOMO energy (eV): -8.40

CARTESIAN COORDINATES (ANGSTROEM)
C  -0.525  -2.240  0.022
C  -1.842  -1.746  0.384
C  0.397  -1.370  -0.297
C  0.690  1.087  -0.201
C  -1.215  0.011  -1.232
C  -2.193  -0.644  -0.268
C  2.468  1.933  1.133
N  0.009  -0.065  -0.522
O  0.320  2.120  -0.542
O  1.785  0.810  0.502
I  -4.032  0.200  0.122
H  -0.125  -3.250  0.167
H  -2.582  -2.331  1.017
H  1.436  -1.555  -0.499
H  -1.110  -0.793  -2.058
H  -1.439  1.021  -1.435
H  2.247  2.874  0.501
H  3.622  1.703  1.062
H  2.092  2.234  2.144

Here are the Mulliken charges for atoms 1 to 5, given in e:
1 C -0.7140
2 C 0.0544
3 C -0.3694
4 C 0.6578
5 C -0.7532



DFT (wB97M-V/def2-TZVPD) results for a structure of composition C13H17Cl25InO.

E_tot (eV): -334035.55585
Total charge: -1
Orbital gap (eV): 6.207
Molecular weight (u): 1190.4
HOMO energy (eV): -4.74

CARTESIAN COORDINATES (ANGSTROEM)
C  -0.845  -2.318  -1.620
O  0.089  -2.776  -2.564
C  0.647  -1.641  -3.243
C  1.661  -2.011  -4.303
C  2.557  -0.777  -4.593
In  1.490  1.199  -4.599
C  0.855  1.845  -2.551
C  1.775  2.916  -1.921
C  1.890  2.817  -0.409
Cl  0.420  3.511  0.397
H  -1.826  -2.195  -2.091
H  -0.555  -1.337  -1.227
H  -0.905  -3.008  -0.781
H  -0.173  -1.064  -3.684
H  1.165  -1.036  -2.494
H  2.268  -2.817  -3.875
H  1.177  -2.364  -5.213
H  3.029  -0.925  -5.565
H  3.333  -0.753  -3.823
H  0.050  1.110  -5.654
H  2.619  2.447  -5.212
H  0.775  1.020  -1.836
H  -0.150  2.273  -2.608
H  2.791  2.798  -2.312
H  1.420  3.913  -2.186
H  1.910  1.779  -0.082
H  2.754  3.340  -0.005
C  -0.651  -3.582  2.700
Cl  -0.170  -3.720  4.397
Cl  0.136  -2.195  1.935
Cl  -0.192  -5.048  1.829
Cl  -2.401  -3.367  2.614
C  2.939  -7.671  3.280
Cl  2.997  -9.254  4.070
Cl  2.387  -7.867  1.614
Cl  1.825  -6.616  4.146
Cl  4.554  -6.956  3.283
C  -2.221  4.715  -3.473
Cl  -1.539  4.570  -1.857
Cl  -3.505  5.944  -3.479
Cl  -0.949  5.185  -4.602
Cl  -2.891  3.163  -3.973
C  0.818  -0.124  6.319
Cl  -0.722  0.682  6.629
Cl  0.977  -1.538  7.376
Cl  0.877  -0.636  4.638
Cl  2.140  1.002  6.653
C  -3.855  1.255  -0.039
Cl  -2.279  2.017  0.112
Cl  -3.696  -0.254  -0.942
Cl  -4.530  0.899  1.565
Cl  -4.965  2.338  -0.890
C  -3.064  4.215  6.009
Cl  -3.076  2.755  7.008
Cl  -3.516  3.794  4.362
Cl  -4.218  5.381  6.670
Cl  -1.445  4.916  6.019

Here are the Mulliken charges for atoms 1 to 5, given in e:
1 C -0.2790
2 O -0.5040
3 C -0.2517
4 C -0.4865
5 C -1.1599



DFT (wB97M-V/def2-TZVPD) results for the molecule C5H5N.

E_tot (eV): -6750.30354
Total charge: 0
Orbital gap (eV): 8.433
Molecular weight (u): 79.1
HOMO energy (eV): -8.10

CARTESIAN COORDINATES (ANGSTROEM)
C  0.931  1.051  -0.581
C  0.135  0.144  0.328
C  -0.601  -0.922  -0.201
C  -1.500  -1.641  -0.677
C  0.404  0.132  1.724
N  0.663  0.136  2.857
H  0.455  1.129  -1.563
H  1.024  2.056  -0.159
H  1.941  0.648  -0.726
H  -1.516  -0.190  0.053
H  -1.937  -2.544  -1.055

Here are the Mulliken charges for atoms 1 to 5, given in e:
1 C -1.1590
2 C -0.0636
3 C 0.0619
4 C -0.3187
5 C 0.2978



DFT (wB97M-V/def2-TZVPD) results for a structure of composition C21H19BrHoIN6PS9Sb.

E_tot (eV): -248314.01562
⟨S²⟩: 6.0052
Total charge: -2
Orbital gap (alpha / beta) (eV): 4.312 / 4.324
Molecular weight (u): 1168.5
Multiplicity: 5
HOMO energy (alpha / beta) (eV): -0.98 / -1.00

CARTESIAN COORDINATES (ANGSTROEM)
Ho  12.501  10.555  12.501
C  6.463  10.587  13.471
N  7.704  11.105  12.952
C  7.945  12.442  12.614
C  9.294  12.579  12.487
N  9.916  11.388  12.739
C  8.971  10.464  13.035
P  9.284  8.660  13.335
C  10.625  8.737  14.515
N  11.534  9.706  14.496
C  12.150  9.724  15.728
C  11.789  8.488  16.427
N  10.776  7.934  15.626
C  10.043  6.651  15.809
C  10.041  8.209  11.728
N  10.994  8.982  11.173
C  11.090  8.543  9.820
C  10.303  7.443  9.660
N  9.659  7.173  10.866
C  8.621  6.210  11.162
H  5.617  11.240  13.263
H  6.434  10.425  14.586
H  6.301  9.566  13.038
H  7.200  13.268  12.565
H  9.954  13.419  12.268
H  12.694  10.596  16.075
H  11.690  8.285  17.514
H  10.646  5.955  16.410
H  9.846  6.234  14.785
H  9.092  6.756  16.368
H  11.659  9.031  9.082
H  10.188  6.908  8.738
H  8.778  5.270  10.599
H  7.666  6.581  10.780
H  8.520  6.070  12.268
S  17.167  8.624  14.755
Sb  14.893  8.924  14.681
S  14.300  11.329  14.478
S  14.318  8.222  12.542
S  13.760  7.597  16.360
S  12.689  13.652  5.997
C  12.955  13.129  7.509
S  12.458  13.971  8.940
C  13.144  12.915  10.139
C  13.858  11.793  9.601
S  14.508  10.413  10.485
S  13.810  11.625  7.871
S  12.636  13.202  11.771
Br  10.004  13.481  18.645
C  9.685  14.819  17.337
C  8.468  15.481  17.283
C  8.322  16.665  16.551
C  9.381  17.118  15.751
C  10.517  16.336  15.636
C  10.685  15.160  16.384
I  12.442  14.072  16.012
H  7.611  15.158  17.896
H  7.420  17.228  16.635
H  9.253  18.049  15.177
H  11.300  16.593  14.928

Here are the Mulliken charges for atoms 1 to 5, given in e:
1 Ho 0.5254
2 C -0.8481
3 N 0.3436
4 C -0.5150
5 C -0.5726



DFT (wB97M-V/def2-TZVPD) results for a cluster of 2 separate species, C5H13ClNO2P in total.

E_tot (eV): -32791.61838
Total charge: 0
Orbital gap (eV): 9.349
Molecular weight (u): 185.6
HOMO energy (eV): -9.17

CARTESIAN COORDINATES (ANGSTROEM)
C  2.690  -1.705  0.381
C  1.343  -0.854  -1.611
C  -1.072  2.376  -0.822
C  -1.464  1.465  1.369
C  1.564  -0.761  -0.093
N  -1.672  1.522  0.133
O  -2.131  -0.111  -2.037
O  0.337  -0.935  0.583
P  -2.986  0.223  -0.883
Cl  -4.399  1.842  -1.481
H  2.907  -1.441  1.416
H  2.302  -2.759  0.440
H  3.531  -1.695  -0.369
H  0.675  -0.103  -1.932
H  0.804  -1.836  -1.610
H  2.333  -0.878  -2.242
H  -0.311  1.737  -1.200
H  -1.850  2.536  -1.549
H  -0.558  3.226  -0.274
H  -1.960  0.678  1.886
H  -0.211  -1.370  -0.205
H  -0.699  2.158  1.726
H  1.904  0.334  0.125

Here are the Mulliken charges for atoms 1 to 5, given in e:
1 C -1.3053
2 C -1.1145
3 C -0.6681
4 C -0.2203
5 C 0.5394



DFT (wB97M-V/def2-TZVPD) results for a structure of composition C57H58AsClGe2O3PdS8.

E_tot (eV): -342757.33201
Total charge: -2
Orbital gap (alpha / beta) (eV): 3.710 / 3.734
Molecular weight (u): 1409.6
HOMO energy (alpha / beta) (eV): -1.42 / -1.42

CARTESIAN COORDINATES (ANGSTROEM)
Pd  -0.245  -0.288  -2.524
S  0.116  1.393  -6.685
As  0.714  -0.073  -5.249
S  1.670  0.854  -3.539
S  -0.810  -1.503  -4.654
S  2.115  -1.151  -6.463
C  -0.188  -5.220  5.729
C  0.556  -4.530  4.615
C  1.152  -3.293  4.812
C  1.923  -2.698  3.822
C  2.563  -1.357  4.053
C  2.113  -3.357  2.606
C  1.458  -4.569  2.365
C  1.611  -5.255  1.037
C  0.683  -5.132  3.369
C  3.240  -2.938  1.720
C  4.455  -3.445  2.191
C  5.636  -3.222  1.518
C  5.611  -2.501  0.343
C  4.416  -1.993  -0.165
C  3.208  -2.187  0.535
Ge  1.454  -1.567  -0.275
S  1.035  -2.478  -2.178
S  -0.140  -1.966  1.309
Ge  -1.157  -0.171  0.360
S  -2.313  -0.761  -1.370
S  0.892  0.720  -0.303
C  -2.190  0.888  1.734
C  -2.064  2.277  1.803
C  -2.876  3.012  2.660
C  -3.812  2.376  3.456
C  -3.926  0.998  3.410
C  -3.127  0.242  2.553
C  -3.292  -1.235  2.578
C  -2.581  -1.991  3.511
C  -1.616  -1.342  4.465
C  -2.763  -3.368  3.537
C  -3.629  -3.999  2.661
C  -3.828  -5.491  2.707
C  -4.353  -3.226  1.761
C  -4.216  -1.846  1.720
C  -5.065  -1.014  0.801
C  -1.051  2.966  0.959
C  0.209  3.274  1.483
C  0.590  2.910  2.895
C  1.144  3.891  0.661
C  0.867  4.177  -0.668
C  1.897  4.807  -1.563
C  -0.392  3.873  -1.167
C  -1.363  3.289  -0.366
C  -2.736  3.047  -0.928
C  4.569  -1.309  -1.481
C  4.793  0.067  -1.539
C  4.725  0.928  -0.303
C  5.136  0.652  -2.751
C  5.270  -0.097  -3.905
C  5.635  0.550  -5.209
C  5.032  -1.468  -3.836
C  4.695  -2.088  -2.643
C  4.488  -3.577  -2.595
H  -0.143  -4.634  6.647
H  0.249  -6.202  5.922
H  -1.239  -5.371  5.471
H  1.037  -2.786  5.765
H  2.192  -0.902  4.972
H  2.339  -0.694  3.214
H  3.649  -1.452  4.121
H  2.661  -5.324  0.751
H  1.098  -4.678  0.263
H  1.179  -6.255  1.065
H  0.192  -6.083  3.187
H  4.448  -4.033  3.102
H  6.569  -3.619  1.901
H  6.523  -2.323  -0.214
H  -2.766  4.090  2.686
H  -4.452  2.951  4.115
H  -4.647  0.480  4.032
H  -1.900  -0.313  4.679
H  -0.621  -1.340  4.018
H  -1.564  -1.907  5.396
H  -2.193  -3.953  4.248
H  -3.073  -5.962  3.336
H  -3.766  -5.918  1.705
H  -4.815  -5.730  3.112
H  -5.039  -3.707  1.073
H  -5.806  -1.631  0.295
H  -4.447  -0.537  0.039
H  -5.575  -0.224  1.357
H  -0.261  2.521  3.450
H  0.990  3.779  3.421
H  1.367  2.141  2.879
H  2.124  4.128  1.065
H  2.830  4.976  -1.024
H  1.536  5.765  -1.943
H  2.099  4.159  -2.418
H  -0.623  4.080  -2.204
H  -2.663  2.445  -1.834
H  -3.200  3.999  -1.195
H  -3.387  2.532  -0.224
H  4.457  0.343  0.575
H  3.981  1.716  -0.433
H  5.695  1.399  -0.124
H  5.292  1.726  -2.791
H  6.258  1.431  -5.053
H  4.718  0.846  -5.723
H  6.152  -0.156  -5.859
H  5.111  -2.060  -4.740
H  4.576  -4.000  -3.595
H  3.492  -3.805  -2.214
H  5.217  -4.056  -1.937
C  -5.819  4.510  -3.242
C  -4.434  5.086  -3.281
C  -4.116  6.259  -2.621
C  -2.824  6.760  -2.677
Cl  -2.446  8.244  -1.842
C  -1.837  6.095  -3.374
C  -2.139  4.909  -4.027
C  -3.434  4.400  -3.995
O  -3.853  3.298  -4.642
C  -2.911  2.369  -5.176
C  -2.427  1.352  -4.097
O  -3.128  0.350  -3.977
O  -1.359  1.676  -3.471
H  -6.432  5.017  -2.497
H  -5.772  3.446  -3.009
H  -6.295  4.601  -4.220
H  -4.873  6.785  -2.054
H  -0.830  6.488  -3.405
H  -1.355  4.373  -4.544
H  -2.051  2.848  -5.647
H  -3.460  1.793  -5.918

Here are the Mulliken charges for atoms 1 to 5, given in e:
1 Pd -0.5283
2 S -0.6018
3 As 0.3462
4 S -0.3209
5 S -0.3122



Number 1: maximum force 5.8 eV/Å. Number 2: maximum force 0.7 eV/Å. Number 3: maximum force 1.1 eV/Å. Number 4: maximum force 3.3 eV/Å. Number 5: maximum force 3.8 eV/Å. Number 6: maximum force 4.2 eV/Å.